(1)
# C20H65N5O10

A cluster of 10 separate species, C20H65N5O10 in total (ωB97M-V/def2-TZVPD, OMol25).

CARTESIAN COORDINATES (ANGSTROEM)
1 O -1.786 -3.786 -1.276
2 H -0.849 -3.975 -1.219
3 H -1.908 -3.440 -2.160
4 O -1.529 -4.228 2.190
5 H -1.397 -4.996 1.635
6 H -0.988 -4.393 2.962
7 O -3.659 -2.603 1.468
8 H -2.998 -3.268 1.663
9 H -3.528 -2.399 0.542
10 O -2.058 -1.719 4.193
11 H -2.127 -2.272 3.415
12 H -2.890 -1.246 4.227
13 O 1.884 -3.258 1.323
14 H 1.175 -2.673 1.056
15 H 1.884 -3.215 2.279
16 C 7.243 0.928 -0.048
17 C 6.285 0.929 1.125
18 C 4.867 1.243 0.642
19 O 3.920 1.574 1.647
20 C 2.526 1.414 1.283
21 N 6.270 -0.369 1.756
22 H 7.270 1.917 -0.505
23 H 6.982 0.191 -0.807
24 H 8.219 0.711 0.387
25 H 6.628 1.587 1.923
26 H 4.588 0.431 -0.029
27 H 4.960 2.225 0.179
28 H 2.367 2.305 0.677
29 H 1.900 1.494 2.172
30 H 2.345 0.473 0.764
31 H 5.415 -0.326 2.291
32 H 6.969 -0.327 2.484
33 C -2.420 2.185 -2.859
34 C -3.858 1.874 -2.420
35 C -4.525 3.016 -1.618
36 O -5.950 2.832 -1.427
37 C -6.285 2.035 -0.337
38 N -4.566 1.534 -3.625
39 H -2.355 3.065 -3.499
40 H -2.079 1.339 -3.456
41 H -1.925 2.275 -1.892
42 H -3.849 0.936 -1.864
43 H -4.346 3.987 -2.081
44 H -4.009 3.013 -0.658
45 H -5.994 2.586 0.557
46 H -5.831 1.045 -0.302
47 H -7.366 1.899 -0.328
48 H -4.412 2.158 -4.404
49 H -5.553 1.631 -3.435
50 C 0.129 -3.112 -3.722
51 C -1.098 -3.366 -4.714
52 C -1.021 -4.836 -5.239
53 O -2.127 -5.107 -6.172
54 C -2.136 -6.473 -6.705
55 N -2.338 -3.183 -3.875
56 H 1.085 -3.036 -4.240
57 H 0.105 -3.789 -2.868
58 H 0.057 -2.123 -3.268
59 H -1.029 -2.654 -5.536
60 H -1.228 -5.485 -4.389
61 H -0.044 -5.083 -5.654
62 H -1.696 -7.249 -6.079
63 H -1.639 -6.527 -7.674
64 H -3.179 -6.742 -6.873
65 H -3.101 -3.615 -4.377
66 H -2.692 -2.252 -4.042
67 C 5.014 4.273 3.606
68 C 3.946 3.621 4.480
69 C 2.463 4.044 4.086
70 O 1.518 3.047 4.417
71 C 0.182 3.527 4.285
72 N 4.093 2.209 4.360
73 H 6.007 3.954 3.923
74 H 4.982 5.352 3.757
75 H 4.880 4.030 2.552
76 H 4.049 3.896 5.530
77 H 2.301 4.267 3.031
78 H 2.300 5.000 4.584
79 H 0.133 4.116 3.370
80 H 0.035 4.068 5.220
81 H -0.493 2.684 4.134
82 H 3.970 2.002 3.380
83 H 3.350 1.642 4.743
84 C -0.049 0.126 -0.752
85 C -0.568 -0.262 0.668
86 C -1.996 0.216 0.747
87 O -2.259 1.615 0.625
88 C -1.859 2.363 1.646
89 N -0.483 -1.707 0.870
90 H -0.137 1.191 -0.966
91 H -0.592 -0.418 -1.524
92 H 1.005 -0.089 -0.928
93 H -0.056 0.263 1.474
94 H -2.398 -0.137 1.696
95 H -2.617 -0.243 -0.023
96 H -2.249 2.033 2.609
97 H -2.320 3.331 1.452
98 H -0.782 2.463 1.785
99 H -1.078 -2.273 0.282
100 H -1.000 -1.910 1.714

Output
relative energy (zero: lowest compared OMol25 entry of this formula, charge and spin)	0.5127	eV
net charge	+1
⟨S²⟩	0.755
M	535.77	g mol⁻¹
spin multiplicity	2
calculated total energy	-1826.700539	hartree
HOMO (alpha / beta)	-10.02 / -10.01	eV
orbital gap (alpha / beta)	7.2 / 1.3	eV
strongest force on any atom	0.07958	Eh/bohr


(2)
# C20H68N8O14

A cluster of 14 separate species, C20H68N8O14 in total (ωB97M-V/def2-TZVPD, OMol25).

CARTESIAN COORDINATES (ANGSTROEM)
1 C -3.462 1.235 2.784
2 C -3.154 0.084 1.845
3 O -3.395 0.526 0.565
4 H -4.493 1.450 2.499
5 H -2.862 2.150 2.734
6 H -3.478 0.965 3.872
7 H -3.837 -0.802 1.982
8 H -2.138 -0.373 2.028
9 H -3.108 -0.186 -0.032
10 C 0.129 1.319 4.194
11 C -0.110 2.756 3.778
12 O 0.465 2.796 2.559
13 H -0.490 0.609 3.711
14 H -0.068 1.095 5.226
15 H 1.199 1.113 4.026
16 H 0.396 3.382 4.487
17 H -1.154 3.030 3.633
18 H 0.027 3.496 2.081
19 C 0.812 -1.911 3.398
20 C 1.739 -3.010 3.074
21 O 1.012 -4.222 3.146
22 H 0.651 -1.748 4.442
23 H -0.133 -2.040 2.899
24 H 1.325 -1.058 2.997
25 H 2.577 -2.977 3.855
26 H 2.165 -2.886 2.092
27 H 0.194 -3.972 2.775
28 C 3.291 1.127 -2.603
29 C 3.677 2.310 -3.440
30 O 5.068 2.327 -3.582
31 H 3.894 1.036 -1.783
32 H 3.369 0.214 -3.223
33 H 2.269 1.278 -2.281
34 H 3.364 3.259 -2.946
35 H 3.165 2.269 -4.411
36 H 5.250 2.852 -4.388
37 C -4.696 -2.397 -0.810
38 C -3.754 -1.768 -1.870
39 O -2.527 -1.543 -1.193
40 H -4.992 -1.729 -0.068
41 H -4.214 -3.256 -0.449
42 H -5.666 -2.591 -1.222
43 H -4.273 -0.827 -2.154
44 H -3.723 -2.310 -2.808
45 H -1.965 -0.802 -1.545
46 C 0.136 -1.106 0.085
47 C 0.494 0.275 0.554
48 O -0.458 1.222 0.146
49 H -0.010 -1.297 -0.962
50 H -0.778 -1.426 0.639
51 H 0.880 -1.849 0.412
52 H 1.423 0.506 0.066
53 H 0.565 0.276 1.635
54 H -0.303 2.040 0.648
55 C -2.572 1.001 -2.987
56 O -2.888 0.549 -4.224
57 N -3.354 1.875 -2.380
58 N -1.422 0.770 -2.377
59 H -4.294 1.903 -2.744
60 H -3.187 2.377 -1.540
61 H -0.701 0.266 -2.931
62 H -1.204 1.054 -1.443
63 C 3.681 2.117 1.132
64 O 3.091 2.886 0.142
65 N 3.089 1.755 2.272
66 N 4.945 1.715 1.082
67 H 2.187 2.174 2.472
68 H 3.474 1.275 3.074
69 H 5.468 1.950 0.224
70 H 5.467 1.045 1.679
71 C -1.015 -4.542 0.403
72 O -0.960 -3.783 1.547
73 N -0.684 -5.804 0.375
74 N -1.391 -4.099 -0.765
75 H -0.348 -6.242 1.273
76 H -0.814 -6.400 -0.465
77 H -1.654 -3.113 -0.848
78 H -1.183 -4.593 -1.658
79 C -2.648 4.145 0.385
80 O -1.544 3.921 1.197
81 N -3.499 3.238 0.031
82 N -3.003 5.270 -0.087
83 H -3.355 2.311 0.507
84 H -4.374 3.449 -0.503
85 H -2.416 6.088 0.135
86 H -3.788 5.405 -0.683
87 C 0.144 3.696 -1.889
88 O 0.698 4.034 -0.688
89 H 0.326 2.657 -2.126
90 H 0.652 4.182 -2.636
91 H -0.924 3.866 -2.016
92 H 1.581 3.545 -0.609
93 C 3.943 -1.336 0.091
94 O 3.457 -1.065 1.402
95 H 3.221 -1.087 -0.652
96 H 4.117 -2.417 -0.036
97 H 4.795 -0.678 -0.025
98 H 3.345 -0.117 1.476
99 C 0.684 -1.785 -3.526
100 O 0.370 -0.432 -3.825
101 H -0.116 -2.530 -3.543
102 H 1.067 -1.678 -2.500
103 H 1.533 -2.083 -4.121
104 H 0.891 -0.120 -4.539
105 C 1.994 -3.919 -0.979
106 O 1.907 -5.310 -0.944
107 H 2.785 -3.511 -1.532
108 H 1.964 -3.653 0.032
109 H 1.098 -3.617 -1.523
110 H 1.022 -5.474 -0.661

Output
relative energy (zero: lowest compared OMol25 entry of this formula, charge and spin)	0.0000	eV
net charge	0
M	644.81	g mol⁻¹
calculated total energy	-2294.078841	hartree
HOMO	-8.82	eV
orbital gap	9.2	eV
strongest force on any atom	0.15050	Eh/bohr


(3)
# C20H6Cl52O5S

A structure of composition C20H6Cl52O5S (ωB97M-V/def2-TZVPD, OMol25).

CARTESIAN COORDINATES (ANGSTROEM)
1 O -1.693 -0.515 -2.960
2 C -2.058 0.513 -3.454
3 O -3.355 0.576 -4.000
4 O -3.137 0.330 -5.395
5 S -4.658 0.666 -6.110
6 O -5.104 1.862 -5.471
7 O -4.156 1.051 -7.611
8 C -1.131 1.691 -3.519
9 C -0.299 1.784 -4.621
10 C 0.599 2.830 -4.699
11 C 0.649 3.757 -3.677
12 C -0.199 3.697 -2.588
13 C -1.093 2.648 -2.527
14 H -4.773 0.589 -8.197
15 H -0.347 1.033 -5.401
16 H 1.263 2.919 -5.551
17 H 1.382 4.555 -3.741
18 H -0.138 4.455 -1.819
19 H -1.782 2.559 -1.691
20 C 0.212 -3.967 -2.958
21 Cl 0.815 -2.822 -4.163
22 Cl 0.403 -5.613 -3.571
23 Cl 1.132 -3.784 -1.463
24 Cl -1.497 -3.654 -2.640
25 C 2.429 -4.498 2.390
26 Cl 1.633 -3.681 3.737
27 Cl 1.318 -5.644 1.638
28 Cl 2.908 -3.297 1.176
29 Cl 3.859 -5.353 2.981
30 C 2.030 -1.717 7.182
31 Cl 2.162 -0.375 8.324
32 Cl 1.578 -3.189 8.052
33 Cl 0.788 -1.346 5.980
34 Cl 3.584 -1.959 6.377
35 C 0.028 0.249 1.971
36 Cl -1.527 0.256 2.808
37 Cl -0.114 1.163 0.460
38 Cl 1.256 0.995 3.006
39 Cl 0.513 -1.408 1.615
40 C 3.692 -4.843 -6.116
41 Cl 3.875 -3.502 -4.979
42 Cl 3.282 -6.316 -5.229
43 Cl 2.390 -4.464 -7.248
44 Cl 5.206 -5.088 -6.998
45 C 3.822 3.173 6.055
46 Cl 3.187 2.760 7.659
47 Cl 5.532 2.737 5.947
48 Cl 2.927 2.285 4.814
49 Cl 3.630 4.913 5.778
50 C 0.400 -9.848 -3.328
51 Cl 1.004 -8.715 -4.546
52 Cl 0.582 -11.502 -3.921
53 Cl 1.321 -9.648 -1.834
54 Cl -1.309 -9.515 -3.017
55 C -4.587 2.978 2.664
56 Cl -4.454 4.330 3.794
57 Cl -5.087 1.523 3.539
58 Cl -5.793 3.363 1.426
59 Cl -3.023 2.690 1.899
60 C -2.723 -6.529 1.417
61 Cl -2.212 -7.257 -0.113
62 Cl -2.265 -7.590 2.755
63 Cl -1.930 -4.965 1.609
64 Cl -4.478 -6.311 1.411
65 C -7.402 7.610 0.862
66 Cl -7.146 8.205 -0.783
67 Cl -6.523 6.090 1.088
68 Cl -6.814 8.810 2.021
69 Cl -9.129 7.334 1.126
70 C -0.963 -3.512 -9.041
71 Cl -0.355 -4.557 -10.330
72 Cl -2.642 -3.072 -9.383
73 Cl -0.878 -4.368 -7.500
74 Cl 0.024 -2.048 -8.955
75 C 2.365 9.211 5.670
76 Cl 0.688 9.580 6.084
77 Cl 2.724 9.826 4.052
78 Cl 3.445 9.971 6.844
79 Cl 2.605 7.455 5.701
80 C 6.705 4.292 9.847
81 Cl 6.808 5.592 11.041
82 Cl 6.213 2.794 10.648
83 Cl 5.517 4.712 8.612
84 Cl 8.286 4.061 9.088

Output
relative energy (zero: lowest compared OMol25 entry of this formula, charge and spin)	0.0000	eV
net charge	0
M	2201.89	g mol⁻¹
calculated total energy	-25469.749401	hartree
HOMO	-9.77	eV
orbital gap	9.6	eV
strongest force on any atom	0.03236	Eh/bohr